1.
A structure of composition C33H25OsPSe3Te. Source: the OMol25 dataset; level of theory: the ωB97M-V functional and the def2-TZVPD basis.

```
64
Properties=species:S:1:pos:R:3:forces:R:3
Os 1.516191 1.467321 0.363523 0.085 -1.507 -1.894
Se 2.923834 0.283541 1.999335 -1.438 0.452 0.558
Se 5.021120 0.816007 1.213558 0.173 0.155 -0.732
Te 4.953445 3.347334 0.839741 0.252 -0.204 0.350
Se 2.644036 3.597345 -0.073920 -0.440 0.247 0.114
C -4.457773 -0.229373 -0.013049 -0.018 -0.028 -0.018
C -4.458698 0.657763 1.056865 -0.027 0.047 0.061
C -3.281334 1.264093 1.457447 0.062 -0.006 -0.041
C -2.098054 0.985967 0.776635 0.355 -0.204 -0.213
C -2.097721 0.104572 -0.297626 0.047 0.092 0.140
C -3.280498 -0.508242 -0.688112 -0.051 -0.015 -0.045
P -0.581261 1.902116 1.223546 0.666 -0.233 0.606
C -1.131664 3.559988 0.706518 0.204 -0.133 -0.243
C -1.748223 4.528927 1.484988 -0.011 -0.041 0.029
C -2.203971 5.696196 0.886296 -0.011 0.070 0.039
C -2.074007 5.886356 -0.480286 -0.017 0.018 -0.040
C -1.474579 4.911273 -1.266929 0.045 -0.015 -0.002
C -0.993929 3.760769 -0.670242 0.062 -0.017 0.199
C -0.538109 1.761819 3.032078 -0.053 -0.107 -0.015
C -0.187145 2.790731 3.897621 -0.017 0.020 -0.156
C -0.065874 2.536886 5.256723 0.036 0.069 0.038
C -0.267074 1.258777 5.751237 0.022 -0.021 0.003
C -0.580141 0.218796 4.884109 0.044 -0.025 -0.009
C -0.711265 0.466855 3.530244 -0.051 0.174 -0.013
H -5.381815 -0.704706 -0.316019 0.001 0.003 -0.012
H -5.382249 0.882475 1.574550 0.006 -0.031 0.022
H -3.271770 1.952770 2.293901 -0.066 0.004 0.005
H -1.161279 -0.094246 -0.802349 -0.101 -0.098 -0.041
H -3.282553 -1.201233 -1.519941 0.029 -0.016 0.010
H -1.883378 4.384253 2.549033 -0.007 -0.007 -0.027
H -2.663307 6.464370 1.494983 -0.025 -0.017 0.001
H -2.441146 6.796104 -0.936962 -0.004 0.004 0.012
H -1.380273 5.045949 -2.336234 0.025 0.035 0.008
H -0.502657 2.991130 -1.262303 -0.074 0.076 -0.121
H 0.006761 3.783268 3.510244 0.044 -0.011 0.045
H 0.202320 3.342643 5.927607 0.000 -0.007 0.004
H -0.160472 1.067532 6.810952 -0.007 -0.005 0.001
H -0.704917 -0.788566 5.259112 -0.025 0.012 0.023
H -0.941336 -0.337696 2.841538 -0.019 -0.055 0.065
C 1.171558 -0.132329 -0.720906 0.332 1.687 1.999
C 1.335553 -1.236578 -1.267099 0.083 -1.041 -1.131
C 1.557805 -2.425129 -1.915158 -0.005 1.143 0.675
C 2.908750 -2.983646 -1.808248 0.400 -0.272 -0.050
C 3.499086 -3.683504 -2.869273 -0.154 0.110 0.104
C 4.779643 -4.193689 -2.750553 0.074 -0.012 -0.051
C 5.497578 -4.022460 -1.575117 -0.007 0.031 0.018
C 4.936002 -3.306654 -0.525834 0.082 -0.013 -0.054
C 3.664432 -2.778345 -0.646456 -0.232 -0.069 0.017
C 0.476167 -3.064617 -2.649269 -0.502 -0.368 -0.304
C -0.648310 -2.322068 -3.045182 0.263 0.004 0.025
C -1.698275 -2.920500 -3.712106 -0.091 -0.026 -0.048
C -1.675975 -4.284425 -3.977565 0.041 -0.005 0.041
C -0.583839 -5.039369 -3.573387 -0.112 -0.055 -0.069
C 0.481533 -4.440911 -2.926166 0.095 0.241 0.192
H 2.956493 -3.792925 -3.798874 0.003 -0.053 -0.012
H 5.224983 -4.718900 -3.585968 -0.006 -0.009 0.008
H 6.494240 -4.433597 -1.481035 -0.002 -0.004 -0.007
H 5.493025 -3.159184 0.390362 -0.003 0.022 -0.001
H 3.224694 -2.221588 0.172242 0.013 0.012 0.012
H -0.669127 -1.261282 -2.829195 -0.003 0.019 -0.053
H -2.541050 -2.322867 -4.036890 -0.006 0.009 0.035
H -2.508908 -4.754818 -4.483272 0.016 -0.001 -0.027
H -0.567178 -6.106277 -3.755591 0.010 0.005 -0.006
H 1.311911 -5.044178 -2.587858 0.018 -0.032 -0.022
```
Positions in Å, forces in eV/Å.

* ΔE to the lowest compared entry with this formula, charge and spin: 1.599 eV
* HOMO-LUMO gap (spin up / spin down): 0.19609 / 0.19257 Ha
* charge: 0


2.
A structure of composition C34H37BrN2O6P2S2V. Source: the OMol25 dataset; level of theory: the ωB97M-V functional and the def2-TZVPD basis.

```
85
Properties=species:S:1:pos:R:3:forces:R:3
V 1.184927 0.546426 -0.679359 0.318 -0.081 -0.120
C 3.368638 2.885415 0.580519 0.081 -0.034 -0.033
O 2.005235 2.536572 0.321564 -0.046 0.004 -0.003
C 1.104551 3.571184 0.381319 -0.144 -0.039 -0.128
C 1.355188 4.800661 0.953966 -0.010 0.059 0.040
C 0.340465 5.756517 0.950487 0.039 -0.001 0.033
Br 0.692210 7.437048 1.746643 -0.003 -0.005 -0.009
C -0.897499 5.511447 0.406622 -0.012 0.020 -0.074
C -1.154872 4.266869 -0.175488 0.032 -0.065 0.091
C -0.146138 3.324484 -0.195135 0.157 0.059 0.127
O -0.289956 2.077054 -0.730605 0.135 -0.522 -0.402
C -2.478447 3.982590 -0.743000 0.018 0.035 -0.113
N -3.293518 4.902311 -1.176153 -0.049 0.029 0.125
C -4.421118 4.217711 -1.597627 0.019 -0.038 -0.022
C -5.611870 4.696847 -2.143408 -0.002 -0.004 0.004
C -6.581086 3.773233 -2.477992 -0.007 0.020 0.000
C -6.383939 2.395671 -2.284079 -0.002 -0.009 0.000
C -5.209600 1.901843 -1.751575 -0.026 -0.022 -0.022
C -4.241074 2.841539 -1.415658 -0.008 -0.004 -0.026
N -2.977844 2.707182 -0.879769 -0.089 -0.039 -0.067
H 3.675042 3.710515 -0.063521 -0.032 0.005 0.029
H 3.957454 2.012060 0.327334 -0.024 -0.015 0.035
H 3.505218 3.134142 1.633619 0.001 0.000 0.001
H 2.309921 5.033615 1.401105 -0.031 -0.011 -0.018
H -1.679366 6.256312 0.412634 -0.004 0.000 -0.002
H -0.974447 1.938315 -1.409776 0.139 0.328 0.029
H -5.758594 5.757865 -2.293190 -0.005 0.001 -0.005
H -7.516454 4.112114 -2.903482 0.000 0.003 0.002
H -7.169311 1.706882 -2.566486 -0.002 -0.001 0.001
H -5.044211 0.840073 -1.616471 0.003 0.029 -0.010
H -2.602408 1.829402 -0.537343 -0.168 0.052 0.232
O 4.318928 1.879225 -2.667474 0.013 -0.003 0.031
C 3.641248 1.014738 -2.157653 -0.050 0.012 0.016
O 2.335162 0.940903 -2.230867 -0.131 0.076 0.246
C 4.315974 -0.118549 -1.355286 -0.017 -0.070 -0.071
P 3.015439 -1.072116 -0.468312 -0.104 0.213 0.081
C 3.060070 -2.656629 -1.371223 -0.061 -0.014 -0.097
C 3.928337 -3.703168 -1.066674 0.041 -0.004 0.042
C 3.965687 -4.835470 -1.865336 -0.010 -0.022 -0.014
C 3.149326 -4.928025 -2.985783 0.005 -0.008 0.012
C 2.293800 -3.884334 -3.304473 -0.004 0.014 0.030
C 2.245837 -2.755815 -2.497257 -0.005 -0.044 -0.006
C 3.634094 -1.494820 1.190867 0.096 -0.017 -0.001
C 3.141542 -2.632536 1.828453 -0.082 -0.017 0.057
C 3.471731 -2.905547 3.147162 -0.010 -0.010 -0.007
C 4.297962 -2.043624 3.853541 0.014 0.011 -0.014
C 4.789166 -0.905114 3.231472 0.003 -0.014 0.019
C 4.456421 -0.633021 1.912801 0.007 -0.020 -0.028
H 5.067361 0.296988 -0.684650 -0.001 0.055 -0.027
H 4.852214 -0.754581 -2.062084 0.000 -0.008 0.025
H 4.576382 -3.640241 -0.199973 -0.014 0.011 -0.044
H 4.638605 -5.645564 -1.614628 0.001 -0.005 -0.009
H 3.183340 -5.813246 -3.607926 0.001 0.003 -0.004
H 1.656595 -3.945204 -4.177391 0.005 -0.012 -0.002
H 1.566249 -1.947227 -2.735282 0.008 0.011 0.004
H 2.491443 -3.315235 1.292237 0.011 0.035 0.014
H 3.079548 -3.795696 3.622513 0.004 0.003 0.009
H 4.558465 -2.258286 4.881631 -0.004 0.004 0.002
H 5.435263 -0.225562 3.772304 0.001 -0.003 0.002
H 4.848979 0.263099 1.450041 0.012 0.008 -0.001
C -4.751376 -1.169457 0.947809 0.019 0.008 -0.037
C -3.741395 -0.073692 1.224252 0.068 0.126 -0.009
C -3.145505 -0.141208 2.614349 0.008 0.007 0.015
O -2.706535 -0.009403 0.183800 -0.034 -0.067 0.021
P -1.410452 -0.945172 0.014427 0.110 -0.006 -0.133
S -0.770740 -0.680135 -1.852955 -0.172 -0.045 0.148
S 0.071914 -0.497258 1.282148 -0.066 0.057 0.132
O -2.076285 -2.347141 0.332881 -0.079 -0.099 0.012
C -1.473535 -3.654414 0.569418 0.045 0.107 -0.046
C -1.099309 -3.797285 2.031449 -0.062 0.014 0.001
C -0.312240 -3.918542 -0.363032 0.008 -0.035 0.022
H -5.632623 -0.987118 1.565100 -0.007 0.001 -0.013
H -4.356590 -2.153235 1.187393 0.027 -0.021 -0.006
H -5.056604 -1.159384 -0.098310 -0.006 -0.002 0.003
H -4.244012 0.888046 1.095114 0.056 0.017 0.009
H -2.666945 -1.104509 2.794204 0.003 -0.006 -0.007
H -3.944523 -0.013139 3.346365 -0.001 -0.012 -0.008
H -2.404389 0.642370 2.764918 -0.011 0.010 0.004
H -2.299742 -4.328137 0.336261 0.045 -0.029 -0.010
H -0.284033 -3.124359 2.291110 0.053 0.015 -0.003
H -0.783343 -4.824908 2.218869 -0.006 0.006 0.014
H -1.950402 -3.575572 2.676377 -0.014 -0.022 -0.011
H 0.515871 -3.241142 -0.150376 0.004 0.039 -0.024
H -0.600169 -3.794152 -1.405455 0.011 0.001 -0.008
H 0.040689 -4.940309 -0.212561 -0.005 -0.007 -0.024
```
Positions in Å, forces in eV/Å.

* ΔE to the lowest compared entry with this formula, charge and spin: 0.000 eV
* HOMO-LUMO gap (spin up / spin down): 0.26831 / 0.24381 Ha
* multiplicity: 2
* charge: 0


> Which formula does entry 2 have?

C34H37BrN2O6P2S2V


> ΔE to the lowest compared entry with this formula, charge and spin of number 2 (C34H37BrN2O6P2S2V)?

0.000 eV


> The highest ΔE to the lowest compared entry with this formula, charge and spin belongs to which entry?

C33H25OsPSe3Te